Computed, not measured: C4H9NO in the gas phase, with wB97M-V/def2-TZVPD.

Charge   0
Structure (SMILES)   CC/C(C)=N\O
Lowest unoccupied orbital energy   1.06 eV
Largest force on an atom   0.012 hartree/bohr
2S+1   1
Gap between HOMO and LUMO   10.49 eV
Energy above the lowest of the compared OMol25 structures with the same formula, charge and spin   2.1931 eV

Atoms and positions in Å:
C  -0.089  -0.343  1.726
C  -0.881  -0.115  0.431
C  0.056  0.131  -0.725
N  0.698  -0.801  -1.316
O  0.341  -2.054  -0.804
C  0.323  1.537  -1.183
H  0.539  -1.234  1.631
H  0.561  0.511  1.951
H  -0.765  -0.486  2.575
H  -1.488  -1.000  0.220
H  -1.557  0.739  0.546
H  1.058  -2.619  -1.111
H  1.219  1.573  -1.808
H  -0.522  1.927  -1.763
H  0.460  2.201  -0.321